(1)
Here is a cluster of 2 separate species, C5H15N2O in total in a non-equilibrium geometry from OMol25. Energies are from ωB97M-V/def2-TZVPD.

Calculated values
- Highest occupied orbital energy: -13.303 eV
- Frontier orbital gap: 0.2586 Eh
- Energy: -10446.592 eV
- Largest force on an atom: 0.0243 Eh/bohr
- Total charge: +1
- Energy above the lowest of the compared OMol25 structures with the same formula, charge and spin: 382.9 kJ/mol

XYZ file:
```
23
Properties=species:S:1:pos:R:3:forces:R:3
N 4.29068 0.11398 0.18169 0.526 -0.059 -0.097
C -1.05553 0.33907 1.02334 0.102 0.072 1.168
C 0.09708 -0.42160 0.79627 0.333 -0.854 -0.853
C 1.04799 0.03311 -0.47982 -0.348 1.108 0.246
O 1.77775 -1.04932 -0.81301 0.069 -0.736 -0.623
C -2.45577 -0.12853 1.03371 -0.137 0.254 0.147
N -3.18886 0.37878 -0.11385 0.578 0.256 -0.685
C -2.66827 -0.02615 -1.44817 -0.962 0.041 0.421
H 4.45039 0.07193 1.18579 -0.229 0.016 0.005
H 5.01009 -0.50955 -0.18461 -0.121 -0.027 -0.072
H 4.62006 1.03683 -0.09318 -0.134 0.018 -0.012
H -0.87311 1.34038 1.41829 -0.264 0.256 -0.592
H 0.80921 -0.23837 1.59728 0.119 0.119 0.299
H -0.06336 -1.48694 0.63115 -0.171 0.081 0.087
H 1.63448 0.89120 -0.14016 0.049 -0.119 -0.068
H 0.36668 0.36387 -1.26562 0.108 -0.194 -0.090
H 2.72778 -0.84404 -0.87431 -0.024 0.317 0.640
H -2.52490 -1.21542 1.06275 0.001 0.021 0.133
H -2.87786 0.35221 1.92346 -0.252 -0.468 0.068
H -3.39080 1.36776 -0.05819 -0.005 -0.025 0.058
H -2.83691 0.77421 -2.15851 0.377 0.312 0.005
H -1.62446 -0.30186 -1.37258 0.124 -0.123 -0.477
H -3.27235 -0.84155 -1.85171 0.262 -0.270 0.292
```
Positions in Å, forces in eV/Å.

---

(2)
Here is a structure of composition C43H36F3N4O5Tc in a non-equilibrium geometry from OMol25. Energies are from ωB97M-V/def2-TZVPD.

Calculated values
- Highest occupied orbital energy (alpha / beta): -10.931 / -11.250 eV
- Multiplicity: 2
- Frontier orbital gap (alpha / beta): 0.1883 / 0.2220 Eh
- Energy: -71721.006 eV
- Largest force on an atom: 0.0668 Eh/bohr
- Total charge: +1

XYZ file:
```
92
Properties=species:S:1:pos:R:3:forces:R:3
Tc 0.02880 -0.54830 -0.35810 -1.038 -1.547 0.888
C 3.83860 -0.06340 2.46670 0.024 -0.045 0.245
C 3.71370 -1.46980 1.96380 -0.067 -0.147 -0.277
C 4.78320 -2.31670 2.20700 -0.055 -0.001 -0.014
C 4.79420 -3.61930 1.74170 -0.209 0.068 -0.158
C 3.75490 -4.03970 0.93010 0.273 -0.015 0.183
C 2.66970 -3.22740 0.64060 -0.166 0.162 0.083
C 1.67780 -3.77490 -0.33630 -0.052 0.141 0.133
C 2.58230 -1.95030 1.24480 1.322 -0.543 -0.190
N 1.43700 -1.15610 1.18330 -1.302 0.771 -1.697
C 1.10870 -0.53660 2.35980 -0.273 -0.302 0.940
O 1.36370 -0.94060 3.48210 -0.252 0.305 -0.474
C 0.29160 0.70510 2.17420 0.040 0.213 0.445
C -0.19450 1.45580 3.23410 0.280 -0.255 -0.271
C -0.97170 2.57190 2.96040 -0.023 -0.090 -0.377
C -1.28630 2.86430 1.63840 0.209 -0.056 -0.057
C -0.80200 2.03920 0.63440 -0.050 0.231 -0.045
N 0.01260 1.01030 0.90020 -0.593 0.763 0.799
C -1.23830 2.10480 -0.80590 -0.607 0.699 0.190
O -1.80030 3.07360 -1.27950 0.296 -0.328 0.307
N -0.98390 0.92990 -1.42580 1.127 -1.375 0.956
C -1.18550 0.80580 -2.80610 0.147 0.052 -1.475
C -2.29130 0.08140 -3.29500 0.268 0.130 0.262
C -3.42760 -0.26560 -2.38580 -0.015 0.007 0.084
C -2.36880 -0.18580 -4.65290 0.050 0.035 0.079
C -1.40800 0.28930 -5.52800 0.090 0.083 0.079
C -0.38480 1.08920 -5.05280 -0.038 -0.082 -0.047
C -0.26470 1.38250 -3.70180 -0.266 -0.225 0.190
C 0.81390 2.33690 -3.27800 -0.023 -0.063 0.017
H 4.87240 0.26430 2.37560 -0.012 0.080 -0.066
H 3.56570 -0.02170 3.52140 0.015 0.112 0.018
H 3.19450 0.63600 1.93570 0.031 0.132 -0.064
H 5.62280 -1.94250 2.77370 0.076 0.055 0.075
H 5.61280 -4.28400 1.97760 0.046 -0.004 -0.025
H 3.77890 -5.03300 0.50750 -0.015 -0.099 -0.063
H 1.61900 -4.85670 -0.23600 -0.061 -0.013 -0.039
H 2.02030 -3.55440 -1.35050 -0.132 0.007 -0.084
H 0.68350 -3.36830 -0.20160 -0.011 -0.031 -0.021
H 0.03550 1.13830 4.23860 0.102 -0.020 0.087
H -1.35690 3.17950 3.76320 -0.050 0.082 0.080
H -1.92040 3.69460 1.37400 -0.085 0.066 -0.122
H -3.09250 -0.67750 -1.43560 -0.106 0.036 0.004
H -4.11220 -0.96760 -2.85670 0.036 -0.053 0.063
H -3.97710 0.65000 -2.15970 -0.080 0.009 0.048
H -3.19940 -0.76180 -5.02740 -0.159 -0.062 -0.034
H -1.48280 0.08050 -6.58290 0.000 -0.071 -0.134
H 0.34310 1.50090 -5.73570 0.043 0.109 -0.139
H 0.82020 3.16430 -3.98240 0.081 0.144 0.018
H 1.80320 1.87850 -3.31210 0.050 0.011 0.010
H 0.64090 2.74820 -2.28740 0.097 0.023 0.033
O -1.58770 -1.23850 0.98980 0.826 0.286 0.043
C -2.18790 -2.50190 0.68180 -0.537 -0.865 -1.580
C -1.94870 -2.70180 -0.90100 -2.402 -0.672 2.365
O -2.70300 -3.39880 -1.52560 0.403 0.140 -0.421
O -0.88500 -2.13470 -1.29580 2.365 1.965 -0.992
C -1.43390 -3.67110 1.30290 0.380 0.038 0.331
C -1.55750 -4.94900 0.76300 -0.042 0.052 0.006
C -0.83490 -6.00500 1.28600 0.078 0.011 0.032
C 0.03200 -5.80360 2.34760 0.024 -0.003 0.020
C 0.14430 -4.54270 2.90370 0.108 0.030 0.105
C -0.58900 -3.48660 2.39380 -0.292 -0.051 -0.223
C -3.62370 -2.48150 1.16670 -0.084 0.412 0.168
C -3.99260 -1.53520 2.12640 0.108 -0.174 -0.088
C -5.23210 -1.59340 2.73420 -0.172 -0.013 0.068
C -6.13240 -2.58660 2.38920 0.020 0.023 -0.018
C -5.79500 -3.49060 1.39490 -0.051 0.061 0.009
C -4.55400 -3.43990 0.78410 0.109 -0.015 -0.077
H -1.35400 -1.27330 1.93210 0.031 0.214 -0.121
H -2.19540 -5.12030 -0.08820 -0.085 -0.005 -0.065
H -0.92990 -6.98370 0.84220 -0.042 -0.109 -0.031
H 0.61710 -6.62080 2.73890 0.044 -0.102 0.054
H 0.81150 -4.35960 3.73140 0.075 -0.029 0.114
H -0.47640 -2.53080 2.88540 0.054 0.107 0.081
H -3.32320 -0.74100 2.42670 0.035 0.018 -0.014
H -5.49160 -0.85920 3.48250 -0.030 0.039 0.069
H -7.08780 -2.65030 2.88770 -0.092 0.013 -0.015
H -6.50480 -4.24160 1.08620 -0.069 -0.105 -0.023
H -4.31580 -4.12990 -0.00730 0.041 -0.138 0.004
F 5.00230 -1.07170 -5.17900 -0.236 -0.186 -0.102
C 5.13450 -0.34170 -4.07440 0.429 0.041 -0.313
F 5.47840 0.89470 -4.45290 -0.118 0.217 0.091
F 6.16570 -0.84130 -3.38230 -0.115 -0.044 0.225
C 3.87570 -0.31920 -3.24430 -0.414 -0.076 0.238
C 3.87910 0.36260 -2.03210 -0.184 -0.198 -0.202
C 2.73330 0.35370 -1.26610 0.200 0.172 0.262
N 1.61640 -0.29990 -1.62140 0.676 -0.201 -0.713
C 1.61570 -0.93180 -2.80660 -0.412 -0.200 -0.150
C 2.71070 -0.95940 -3.64920 0.456 0.210 0.160
H 4.76070 0.87880 -1.69040 0.062 0.109 0.089
H 2.69770 0.89420 -0.33230 0.001 -0.063 0.118
H 0.70250 -1.44610 -3.08010 -0.052 0.036 0.055
H 2.66080 -1.48040 -4.59310 -0.062 -0.046 0.002
```
Positions in Å, forces in eV/Å.

---

(3)
Here is an isolated molecule of CH3NOP2 in a non-equilibrium geometry from OMol25. Energies are from ωB97M-V/def2-TZVPD.

Calculated values
- Highest occupied orbital energy: -8.777 eV
- Frontier orbital gap: 0.2786 Eh
- Energy: -23198.199 eV
- Largest force on an atom: 0.0680 Eh/bohr
- Total charge: 0
- Structure (SMILES): O=C/P=N/P
- Energy above the lowest of the compared OMol25 structures with the same formula, charge and spin: 44.1 kJ/mol

XYZ file:
```
8
Properties=species:S:1:pos:R:3:forces:R:3
O -4.15136 0.38256 0.10645 1.308 0.243 0.014
C -2.96361 0.41206 -0.12458 -0.263 -0.296 -1.081
P -1.83577 -1.14457 -0.03842 -0.633 -0.224 0.377
N -0.46809 -0.51841 -0.37389 -3.280 0.744 -0.962
P 1.12251 -0.80804 -0.29566 1.426 0.253 -0.672
H -2.39262 1.28700 -0.57695 -0.588 -0.185 0.585
H 1.15189 0.34005 0.46591 1.330 0.791 0.469
H 0.98041 -1.55818 0.82212 0.700 -1.326 1.270
```
Positions in Å, forces in eV/Å.

---

(4)
Here is an isolated molecule of C5H10O from OMol25. Energies are from ωB97M-V/def2-TZVPD.

Calculated values
- Highest occupied orbital energy: -8.249 eV
- Frontier orbital gap: 0.3110 Eh
- Energy: -7390.814 eV
- Largest force on an atom: 0.0083 Eh/bohr
- Total charge: 0
- Energy above the lowest of the compared OMol25 structures with the same formula, charge and spin: 381.2 kJ/mol

XYZ file:
```
16
Properties=species:S:1:pos:R:3:forces:R:3
C -0.15299 2.27274 -0.23988 0.082 -0.085 0.000
C -0.46675 1.22520 0.75558 -0.140 0.032 -0.402
C 0.93664 -1.25413 0.62749 -0.198 0.281 0.189
O 1.89553 -2.12966 0.06852 -0.073 -0.295 -0.087
C -0.11083 -0.84423 -0.40685 0.132 -0.058 -0.123
C -1.21893 0.10137 0.13883 -0.071 0.046 0.158
H -0.29585 2.04013 -1.31055 -0.004 -0.034 0.181
H -0.89649 3.04605 0.03096 0.048 -0.078 0.026
H 0.81899 2.74757 -0.06669 -0.174 -0.029 0.013
H 0.44498 -1.69626 1.50851 0.084 0.054 -0.142
H 1.49222 -0.38200 0.98360 -0.069 -0.125 -0.054
H 1.43877 -2.93776 -0.19647 0.147 0.074 0.018
H -0.60598 -1.74504 -0.79399 0.056 0.140 0.055
H 0.39869 -0.37344 -1.25596 -0.064 -0.042 0.131
H -1.86041 0.37982 -0.71627 0.123 0.035 0.117
H -1.81761 -0.45036 0.87315 0.121 0.084 -0.080
```
Positions in Å, forces in eV/Å.

---

(5)
Here is a structure of composition C3H4AuO2 in a non-equilibrium geometry from OMol25. Energies are from ωB97M-V/def2-TZVPD.

Calculated values
- Highest occupied orbital energy (alpha / beta): -14.805 / -14.937 eV
- Multiplicity: 3
- Frontier orbital gap (alpha / beta): 0.2846 / 0.2541 Eh
- Energy: -10945.698 eV
- Largest force on an atom: 0.2041 Eh/bohr
- Total charge: +1
- Energy above the lowest of the compared OMol25 structures with the same formula, charge and spin: 0.0 kJ/mol

XYZ file:
```
10
Properties=species:S:1:pos:R:3:forces:R:3
O 0.81471 -1.84986 -0.46052 -3.599 -3.174 0.830
Au 1.28762 0.06956 -0.44080 8.714 5.300 -2.474
C -0.36739 -1.64833 -0.11028 1.757 -0.199 -0.492
O -0.48964 -0.23057 0.02600 -4.395 -2.174 0.978
C -1.74749 0.33865 0.36250 -1.889 0.504 0.519
H -2.08901 -0.09221 1.31075 0.147 0.127 -0.256
H -1.63577 1.42409 0.46454 0.223 -0.420 -0.089
H -2.46762 0.11161 -0.43176 0.251 0.061 0.171
C 3.10927 0.69197 -0.79950 -1.973 0.134 1.690
H 3.58532 1.18511 0.07905 0.762 -0.160 -0.878
```
Positions in Å, forces in eV/Å.

---

(6)
Here is the ion C8H15N3 with charge +2 in a non-equilibrium geometry from OMol25. Energies are from ωB97M-V/def2-TZVPD.

Calculated values
- Highest occupied orbital energy: -17.857 eV
- Frontier orbital gap: 0.3589 Eh
- Energy: -12989.639 eV
- Largest force on an atom: 0.1604 Eh/bohr
- Total charge: +2
- Structure (SMILES): C=C1N(C)C(C)=[N+]2CCC[N@@H+]12
- Energy above the lowest of the compared OMol25 structures with the same formula, charge and spin: 189.8 kJ/mol

XYZ file:
```
26
Properties=species:S:1:pos:R:3:forces:R:3
C -1.40657 2.51799 -0.01372 0.513 -4.183 -0.846
C -0.80836 1.30479 0.14228 -2.343 1.331 0.103
N -1.51176 -0.00619 0.12810 7.284 3.233 2.124
C -2.82024 -0.19243 -0.05556 -4.147 -0.487 2.782
C -0.58571 -0.91549 0.35085 -1.371 0.011 -1.374
C -0.81319 -2.30009 0.02803 0.209 -3.231 0.348
N 0.61111 -0.41484 0.56794 1.297 -1.591 0.426
C 1.93826 -1.00744 0.18962 -1.173 1.278 -0.276
C 2.76795 0.26391 -0.02467 0.362 -0.432 -0.121
C 1.81538 1.36861 -0.34186 -0.582 -0.326 -1.837
N 0.62278 0.96570 0.49374 -1.281 2.219 0.955
H -0.88090 3.38278 -0.16529 1.528 2.117 0.241
H -2.41375 2.57335 -0.41194 -0.224 -0.231 0.625
H -3.45884 -0.32349 0.89668 1.086 0.648 -1.184
H -3.17506 0.56925 -0.65254 -1.279 1.308 -1.378
H -2.82962 -1.10439 -0.50003 -1.243 -2.607 -1.867
H -1.37725 -2.40081 -0.91951 0.031 0.246 0.538
H -1.35409 -2.93760 0.82230 0.783 1.161 -1.045
H 0.16153 -2.80786 -0.18684 -0.909 0.278 0.500
H 1.70709 -1.75569 -0.55628 0.709 0.360 -0.734
H 2.34633 -1.47230 1.01614 0.614 -1.327 1.729
H 3.26859 0.51023 0.89658 0.569 -0.206 0.283
H 3.47170 0.13082 -0.82973 0.443 0.093 -0.095
H 2.13907 2.38875 -0.09384 -0.273 -0.385 -0.198
H 1.51270 1.20530 -1.38709 -0.135 0.798 0.234
H 0.85346 1.34708 1.42554 -0.465 -0.076 0.066
```
Positions in Å, forces in eV/Å.

---

The lowest largest force on an atom belongs to which entry?
C5H10O

---

Which of these has the lowest largest force on an atom?
C5H10O

---

The lowest energy belongs to which entry?
C43H36F3N4O5Tc